# 1
2 unconnected molecules or ions with the total composition C28H42F3NO9 in a non-equilibrium geometry. Source: the OMol25 dataset; level of theory: ωB97M-V/def2-TZVPD.

HOMO in eV: 0.328
LUMO level in eV: 3.18
HOMO-LUMO gap in Eh: 0.10478

```
! RIJCOSX wB97M-V def2-TZVPD def2/J DEFGRID3
* xyz -2 1
C 2.028 -0.873 2.031
C 0.943 -0.424 1.457
C -0.456 -0.573 2.078
C -0.385 -1.890 2.907
O -0.071 -3.011 2.115
C 0.543 -4.004 2.915
C 0.240 -5.426 2.404
C -0.186 -5.478 0.914
C -1.725 -5.651 0.781
C -2.415 -4.616 -0.098
N -2.300 -4.901 -1.532
C -1.555 -0.849 1.002
C -1.050 -0.900 -0.442
O -0.348 -2.121 -0.697
C -2.260 -0.876 -1.423
F -2.393 0.394 -1.773
F -1.995 -1.543 -2.513
F -3.402 -1.258 -0.877
O -0.840 0.381 3.049
C -0.592 1.761 2.832
C -0.964 2.326 1.447
C -2.488 2.549 1.424
O -3.005 3.352 2.117
C 0.800 2.248 3.358
C 1.773 2.749 2.290
C 3.256 2.544 2.669
C 4.164 2.882 1.476
C 4.018 1.897 0.322
O 5.031 2.048 -0.660
C 4.483 1.998 -1.963
C 5.608 1.749 -2.973
H 2.853 -1.202 1.411
H 2.160 -0.887 3.107
H 1.114 0.104 0.526
H -1.400 -2.029 3.314
H 0.270 -1.742 3.769
H 0.203 -3.952 3.953
H 1.629 -3.832 2.937
H 1.095 -6.088 2.554
H -0.543 -5.835 3.043
H 0.268 -6.374 0.487
H 0.201 -4.627 0.357
H -1.913 -6.656 0.398
H -2.218 -5.616 1.755
H -2.040 -3.620 0.139
H -3.474 -4.617 0.175
H -2.954 -4.301 -2.026
H -1.382 -4.601 -1.848
H -2.345 -0.097 1.042
H -2.044 -1.800 1.187
H -0.454 -0.045 -0.742
H 0.536 -1.852 -0.976
H -1.289 2.264 3.502
H -0.642 1.722 0.599
H -0.553 3.322 1.289
H -3.061 1.941 0.695
H 0.669 2.948 4.180
H 1.243 1.355 3.816
H 1.651 3.835 2.218
H 1.643 2.312 1.306
H 3.356 1.480 2.909
H 3.525 3.166 3.520
H 5.217 2.945 1.760
H 3.833 3.865 1.129
H 3.060 2.110 -0.162
H 3.926 0.871 0.699
H 3.767 1.176 -2.077
H 3.969 2.927 -2.230
H 5.246 1.241 -3.861
H 6.071 2.696 -3.244
H 6.361 1.144 -2.467
C -3.500 4.360 -6.330
C -2.328 3.630 -6.174
C -2.344 2.640 -4.984
O -1.399 1.864 -4.756
C -3.490 2.639 -4.120
C -4.657 3.379 -4.264
C -4.685 4.292 -5.516
O -5.684 4.958 -5.824
O -5.654 3.374 -3.505
O -1.296 3.692 -6.885
H -3.573 5.070 -7.150
H -3.398 1.968 -3.272
*
```

Mulliken atomic charge list, values in e, 6 entries:
1 C -1.757
2 C -0.225
3 C 2.217
4 C -2.215
5 O 0.406
6 C -0.615

=====

# 2
A molecular structure, C28H42F6FeO21P in a non-equilibrium geometry. Source: the OMol25 dataset; level of theory: ωB97M-V/def2-TZVPD.

HOMO (spin up / spin down) in eV: -11.982 / -10.619
LUMO level (spin up / spin down) in eV: -1.73 / -1.73
HOMO-LUMO gap (spin up / spin down) in Eh: 0.37683 / 0.32677

```
! RIJCOSX wB97M-V def2-TZVPD def2/J DEFGRID3
* xyz 1 5
Fe 0.722 -0.225 0.391
P 2.987 -2.582 2.212
F 2.098 -1.290 1.701
F 2.871 -3.140 0.700
F 4.376 -1.872 1.802
F 3.784 -3.899 2.744
F 3.057 -1.984 3.729
F 1.548 -3.206 2.664
C 4.775 4.323 2.902
C 4.266 3.876 1.578
C 5.180 3.045 0.663
O 4.418 1.873 0.404
C 3.258 1.934 1.004
O 2.426 1.062 0.826
O 3.129 3.021 1.817
H 5.532 5.100 2.794
H 5.243 3.432 3.320
H 4.011 4.759 3.545
H 3.897 4.682 0.943
H 6.062 2.865 1.278
H 5.507 3.524 -0.260
C -3.093 0.094 -5.251
C -2.314 -1.040 -4.532
C -0.861 -1.046 -4.935
O -0.155 -0.711 -3.761
C -0.940 -0.534 -2.761
O -0.577 -0.222 -1.650
O -2.243 -0.686 -3.123
H -3.322 -0.125 -6.294
H -2.467 0.985 -5.213
H -4.010 0.256 -4.684
H -2.876 -1.974 -4.567
H -0.576 -0.320 -5.696
H -0.580 -2.065 -5.200
C 2.359 -3.609 -4.600
C 3.258 -2.806 -3.715
C 3.196 -1.375 -4.164
O 3.195 -0.613 -2.939
C 2.619 -1.417 -2.056
O 2.016 -1.035 -1.025
O 2.646 -2.675 -2.421
H 2.568 -3.331 -5.633
H 1.320 -3.362 -4.381
H 2.576 -4.674 -4.676
H 4.296 -3.138 -3.678
H 2.293 -1.208 -4.750
H 4.042 -1.066 -4.777
C -3.037 -5.551 1.250
C -1.531 -5.230 1.398
C -0.714 -5.470 0.092
O -0.164 -4.187 -0.172
C -0.728 -3.299 0.574
O -0.396 -2.114 0.635
O -1.517 -3.867 1.508
H -3.271 -6.608 1.130
H -3.445 -5.037 0.380
H -3.540 -5.278 2.178
H -0.961 -5.630 2.237
H -1.373 -5.722 -0.738
H 0.019 -6.256 0.280
C -0.199 0.069 7.047
C 0.103 -0.858 5.860
C -1.138 -1.566 5.333
O -1.233 -1.216 3.941
C -0.284 -0.404 3.630
O -0.124 0.056 2.517
O 0.493 -0.182 4.695
H -1.066 0.703 6.865
H 0.613 0.780 7.201
H -0.448 -0.544 7.913
H 0.788 -1.685 6.045
H -2.055 -1.186 5.783
H -1.140 -2.610 5.644
C -5.573 1.536 -2.094
C -4.543 1.923 -1.067
C -5.003 2.168 0.378
O -3.949 1.545 1.087
C -3.184 0.838 0.262
O -2.176 0.164 0.628
O -3.678 0.859 -0.940
H -5.041 1.199 -2.983
H -6.221 2.367 -2.371
H -6.305 0.812 -1.736
H -3.870 2.730 -1.356
H -5.994 1.728 0.487
H -5.023 3.239 0.577
C 0.658 6.229 -0.532
C -0.404 5.277 0.131
C -1.489 4.805 -0.803
O -1.479 3.443 -0.644
C -0.453 3.036 0.044
O -0.153 1.880 0.269
O 0.274 4.061 0.426
H 0.558 7.251 -0.165
H 0.756 6.182 -1.617
H 1.637 5.946 -0.146
H -0.821 5.730 1.030
H -1.292 5.020 -1.854
H -2.404 5.321 -0.514
*
```

Mulliken atomic charge list, values in e, 6 entries:
1 Fe 2.434
2 P 1.547
3 F -0.318
4 F -0.349
5 F -0.397
6 F -0.380

=====

# 3
A molecular structure, C28H42MnN6O2S in a non-equilibrium geometry. Source: the OMol25 dataset; level of theory: ωB97M-V/def2-TZVPD.

HOMO (spin up / spin down) in eV: -6.505 / -4.425
LUMO level (spin up / spin down) in eV: -0.37 / -1.00
Energy relative to the best compared isomer or geometry (same formula, charge and spin) in kcal per mole: 32.25
HOMO-LUMO gap (spin up / spin down) in Eh: 0.22555 / 0.12596

```
! RIJCOSX wB97M-V def2-TZVPD def2/J DEFGRID3
* xyz 0 6
Mn 2.046 2.550 3.040
C -2.651 -2.635 -1.466
C -1.653 -2.288 -2.440
C -0.401 -2.391 -1.700
C -0.712 -2.917 -0.447
C -2.089 -3.143 -0.334
C -2.973 -3.664 0.840
C -4.242 -4.434 0.416
C -3.448 -2.461 1.599
C -2.143 -4.533 1.784
C 1.037 -1.979 -1.968
C 2.085 -2.618 -1.016
C 1.001 -0.473 -1.567
C 1.524 -2.130 -3.403
C -1.867 -2.033 -3.924
C -1.222 -3.193 -4.784
C -1.448 -0.655 -4.612
C -3.367 -2.183 -4.051
H -3.772 -2.685 -1.589
H 0.026 -3.190 0.321
H -4.839 -3.961 -0.382
H -4.918 -4.771 1.230
H -3.877 -5.308 -0.038
H -4.091 -1.781 1.051
H -2.617 -1.855 1.968
H -3.912 -2.719 2.575
H -1.786 -5.409 1.228
H -2.634 -4.844 2.728
H -1.266 -3.890 2.005
H 2.024 -2.149 -0.037
H 3.122 -2.485 -1.448
H 1.863 -3.691 -0.990
H 2.032 -0.215 -1.725
H 0.769 -0.450 -0.491
H 0.221 0.048 -2.120
H 1.296 -3.181 -3.653
H 2.627 -1.892 -3.480
H 0.907 -1.443 -4.022
H -1.126 -2.944 -5.817
H -1.859 -4.135 -4.661
H -0.204 -3.460 -4.581
H -0.390 -0.504 -4.822
H -1.709 0.103 -3.878
H -2.044 -0.486 -5.543
H -3.643 -3.117 -3.523
H -3.706 -2.275 -5.016
H -3.923 -1.327 -3.635
C -0.412 3.796 1.042
C 0.777 4.645 1.006
C 0.762 5.849 0.233
C 1.919 6.334 -0.337
C 3.126 5.666 0.052
C 4.306 6.290 -0.429
C 5.469 5.853 0.169
C 5.457 4.969 1.288
C 4.284 4.379 1.760
S 4.275 3.339 3.151
C 3.112 4.733 1.113
N 1.875 4.125 1.487
H -0.589 3.235 1.960
H -0.378 3.008 0.216
H -1.288 4.446 0.877
H -0.190 6.358 0.076
H 1.884 7.092 -1.102
H 4.305 7.017 -1.250
H 6.453 6.093 -0.207
H 6.412 4.667 1.690
N 1.584 2.811 5.144
N 1.364 1.469 5.603
C 0.548 0.774 4.743
N 0.167 -0.450 5.150
N 0.398 1.374 3.516
N -0.499 0.567 2.696
O -0.084 0.280 1.568
O -1.617 0.298 3.152
H 2.142 3.267 5.903
H 0.643 3.275 5.189
H 2.162 1.058 6.095
H 0.321 -0.752 6.117
H -0.740 -0.670 4.709
*
```

Mulliken atomic charge list, values in e, 6 entries:
1 Mn -0.011
2 C -1.050
3 C -0.796
4 C 0.012
5 C -0.654
6 C 0.097

=====

# 4
11 unconnected molecules or ions with the total composition C28H42N11O3P in a non-equilibrium geometry. Source: the OMol25 dataset; level of theory: ωB97M-V/def2-TZVPD.

HOMO in eV: -8.263
LUMO level in eV: -1.41
HOMO-LUMO gap in Eh: 0.25189

```
! RIJCOSX wB97M-V def2-TZVPD def2/J DEFGRID3
* xyz 0 1
C 3.744 0.240 0.254
C 2.513 0.727 -0.764
C 1.291 -0.387 -0.586
C 0.096 -0.101 -1.704
C -1.051 0.929 -1.148
C -2.350 0.519 -0.546
P -3.138 -1.186 -0.198
N -2.903 -1.574 1.378
C -3.204 1.870 -0.182
O -4.180 2.008 0.720
O -2.630 2.836 -1.159
C -1.155 2.567 -1.118
O -0.151 3.451 -1.028
H 4.112 1.123 0.940
H 3.331 -0.628 0.959
H 4.620 -0.212 -0.394
H 2.111 1.806 -0.483
H 2.869 0.791 -1.886
H 0.882 -0.425 0.524
H 1.792 -1.447 -0.796
H -0.447 -1.154 -1.850
H 0.526 0.174 -2.770
H -2.621 -2.200 -1.104
H -4.571 -1.058 -0.370
H -2.345 -0.813 1.828
C -1.823 -1.316 5.413
C -0.747 -1.396 4.411
N 0.103 -1.460 3.619
H -2.379 -2.256 5.486
H -1.431 -1.093 6.411
H -2.546 -0.531 5.167
C 1.067 -5.301 5.017
C -0.269 -5.297 5.636
N -1.324 -5.294 6.126
H 1.488 -4.292 4.957
H 1.775 -5.913 5.586
H 1.039 -5.702 3.998
C 1.098 -1.407 -6.046
C 1.499 -1.758 -4.673
N 1.817 -2.035 -3.589
H 1.231 -0.338 -6.246
H 1.687 -1.951 -6.792
H 0.045 -1.642 -6.232
C -3.669 5.182 -3.606
C -3.368 4.887 -5.017
N -3.130 4.653 -6.131
H -3.283 6.162 -3.307
H -4.748 5.188 -3.416
H -3.226 4.440 -2.934
C 5.185 3.192 3.992
C 5.391 1.946 3.236
N 5.554 0.961 2.638
H 4.166 3.261 4.388
H 5.868 3.266 4.844
H 5.349 4.076 3.368
C -3.001 -0.043 -5.578
C -2.533 -0.556 -4.279
N -2.163 -0.961 -3.253
H -4.056 0.248 -5.541
H -2.433 0.839 -5.893
H -2.900 -0.793 -6.369
C -5.079 4.670 3.162
C -4.678 4.319 4.535
N -4.361 4.041 5.619
H -4.946 5.738 2.962
H -4.490 4.125 2.416
H -6.133 4.435 2.976
C 3.128 2.302 -5.196
C 1.721 1.998 -4.885
N 0.610 1.757 -4.640
H 3.622 2.820 -4.367
H 3.704 1.393 -5.398
H 3.218 2.945 -6.078
C 2.205 -1.522 7.213
C 0.869 -1.518 7.832
N -0.186 -1.515 8.321
H 2.626 -0.513 7.152
H 2.913 -2.134 7.782
H 2.177 -1.923 6.194
C 1.700 -5.631 -3.004
C 1.906 -6.878 -3.760
N 2.069 -7.862 -4.358
H 0.681 -5.563 -2.608
H 2.383 -5.558 -2.151
H 1.865 -4.747 -3.628
*
```

Mulliken atomic charge list, values in e, 6 entries:
1 C -0.759
2 C 0.117
3 C -0.685
4 C 0.438
5 C 0.437
6 C -0.212